[1]
Here is 2 unconnected molecules or ions with the total composition C3H10N2 in a non-equilibrium geometry from OMol25. Energies are from ωB97M-V/def2-TZVPD.

Output
HOMO level (eV): -8.2
Molar mass (g/mol): 74.13
Energy relative to the best compared isomer or geometry (same formula, charge and spin) (kcal/mol): 57.7
LUMO (eV): 1.017
Total energy (Eh): -229.717225
Kohn-Sham gap (eV): 9.244
SMILES: C=CN.CN

Last column: Löwdin charge in e.
Cartesian coordinates (Å):
C (1.4747, 0.6655, -1.1049)  -0.025
C (1.6742, -0.3717, -0.3421)  -0.313
N (1.3346, -0.4794, 1.0336)  0.000
H (1.6154, 1.6235, -0.6021)  0.057
H (1.1744, 0.7622, -2.1236)  0.044
H (1.7355, -1.3788, -0.7513)  0.085
H (0.4747, -0.9540, 1.2264)  0.050
H (1.8667, -0.1205, 1.8016)  0.060
C (-2.2267, 0.2792, 0.7242)  -0.200
N (-1.5913, -0.0532, -0.5723)  -0.051
H (-3.2298, 0.6888, 0.7829)  0.062
H (-2.2912, -0.6511, 1.3121)  0.062
H (-1.4855, 0.7674, 1.3643)  0.055
H (-1.8034, -1.0371, -0.6840)  0.056
H (-2.1217, 0.4650, -1.2633)  0.057

[2]
Here is 2 unconnected molecules or ions with the total composition C5H14NO2 in a non-equilibrium geometry from OMol25. Energies are from ωB97M-V/def2-TZVPD.

Output
HOMO level (alpha / beta) (eV): 4.3 / -0.7
⟨S²⟩: 0.75
Total charge: -2
Molar mass (g/mol): 120.17
Spin multiplicity: 2
Energy relative to the best compared isomer or geometry (same formula, charge and spin) (kcal/mol): 22.8
LUMO (alpha / beta) (eV): 6.881 / 6.751
Total energy (Eh): -403.965930
Kohn-Sham gap (alpha / beta) (eV): 2.575 / 7.473

Last column: Löwdin charge in e.
Cartesian coordinates (Å):
C (1.5644, 1.3885, 0.0226)  -0.436
O (0.5805, 1.8484, 0.8769)  -0.331
C (1.4243, -0.0687, -0.4654)  -0.216
C (0.4451, -0.4445, -1.6396)  -0.266
C (-1.0742, -0.3954, -1.3799)  -0.333
C (-1.7635, -0.2829, -0.0087)  -0.496
N (-1.7526, -1.5079, 0.7531)  -0.079
H (1.6834, 2.0641, -0.8351)  0.072
H (2.5650, 1.5012, 0.5183)  0.079
H (2.3630, -0.5406, -0.6528)  0.057
H (1.0123, -0.6696, 0.3923)  0.093
H (0.7101, 0.0432, -2.5662)  0.059
H (0.7645, -1.4319, -2.0363)  0.060
H (-1.4251, -1.2967, -1.9217)  0.037
H (-1.4958, 0.4134, -1.9754)  0.053
H (-1.2119, 0.5682, 0.4377)  0.083
H (-2.7726, 0.0570, -0.1965)  0.004
H (-2.5414, -1.5579, 1.3891)  -0.079
H (-0.8908, -1.5693, 1.2962)  0.013
H (0.2385, -0.0268, 2.8808)  -0.065
H (0.6803, 1.2494, 2.0934)  -0.029
O (0.8965, 0.6587, 3.0174)  -0.282

[3]
Here is 13 unconnected molecules or ions with the total composition C48H78B7F28N9O3 in a non-equilibrium geometry from OMol25. Energies are from ωB97M-V/def2-TZVPD.

Output
HOMO level (eV): -8.3
Total charge: +2
Molar mass (g/mol): 1436.84
LUMO (eV): -6.934
Total energy (Eh): -5564.739982
Kohn-Sham gap (eV): 1.317

Last column: Löwdin charge in e.
Cartesian coordinates (Å):
C (-8.2199, 17.4726, -3.5752)  0.058
N (-7.3122, 16.2987, -3.4982)  -0.100
C (-6.4240, 16.0792, -4.4446)  0.039
C (-5.5221, 14.9734, -4.3336)  0.081
C (-5.6040, 14.1090, -3.2492)  -0.163
C (-6.5893, 14.3627, -2.3002)  0.072
C (-7.4658, 15.4589, -2.4366)  0.051
C (-4.5920, 13.0272, -3.1616)  -0.118
C (-3.2985, 13.3203, -2.6826)  0.066
C (-2.3908, 12.3132, -2.3805)  0.041
N (-2.7184, 11.0470, -2.6067)  -0.086
C (-3.9419, 10.6993, -3.0949)  0.032
C (-4.9043, 11.6395, -3.4028)  0.078
C (-1.7897, 9.9602, -2.3807)  0.042
H (-8.7083, 17.7295, -2.6353)  0.116
H (-8.9869, 17.0461, -4.2216)  0.121
H (-7.6999, 18.2817, -4.0883)  0.114
H (-6.3985, 16.9037, -5.1417)  0.153
H (-4.7369, 14.7381, -5.0368)  0.140
H (-6.7081, 13.6499, -1.4976)  0.142
H (-8.2662, 15.6131, -1.7280)  0.153
H (-3.1069, 14.3652, -2.4879)  0.141
H (-1.4074, 12.4700, -1.9624)  0.165
H (-4.0277, 9.6518, -3.3436)  0.153
H (-5.7812, 11.3657, -3.9706)  0.137
H (-1.9705, 9.2314, -3.1708)  0.115
H (-1.7984, 9.5469, -1.3721)  0.137
H (-0.7857, 10.3385, -2.5726)  0.119
C (-2.8957, -4.8817, -7.8957)  0.078
N (-2.0989, -3.5835, -8.0941)  -0.070
C (-0.9349, -3.6514, -8.7603)  0.022
C (-0.1226, -2.5217, -9.0136)  0.072
C (-0.5655, -1.2336, -8.5624)  -0.084
C (-1.7692, -1.2531, -7.8240)  0.070
C (-2.5672, -2.4027, -7.7829)  0.004
C (0.2997, -0.0560, -8.9241)  -0.102
C (1.7041, -0.2037, -9.1483)  0.076
C (2.4804, 0.8494, -9.6890)  0.051
N (1.9255, 2.0599, -9.8967)  -0.073
C (0.6118, 2.2527, -9.5342)  0.035
C (-0.2283, 1.2173, -9.1424)  0.044
C (2.7584, 3.2367, -10.2433)  0.048
H (-2.9371, -5.3694, -8.8696)  0.107
H (-3.9389, -4.6623, -7.6681)  0.105
H (-2.4970, -5.5300, -7.1154)  0.120
H (-0.7401, -4.6390, -9.1517)  0.150
H (0.8136, -2.7870, -9.4823)  0.129
H (-2.2355, -0.3871, -7.3780)  0.135
H (-3.5650, -2.4866, -7.3782)  0.155
H (2.2552, -1.1172, -8.9803)  0.131
H (3.5452, 0.7620, -9.8473)  0.164
H (0.2459, 3.2676, -9.5834)  0.146
H (-1.2889, 1.3810, -9.0210)  0.133
H (2.0822, 3.9523, -10.7111)  0.108
H (3.5354, 3.0162, -10.9752)  0.116
H (3.3218, 3.5003, -9.3482)  0.128
C (-4.8995, -13.0779, 0.7968)  0.059
N (-4.2574, -12.4336, 2.0100)  -0.073
C (-5.0671, -12.0410, 3.0328)  0.032
C (-4.4838, -11.6363, 4.2486)  0.070
C (-3.0384, -11.4878, 4.3736)  -0.069
C (-2.2826, -11.7809, 3.2112)  0.076
C (-2.9570, -12.2109, 2.0550)  0.016
C (-2.3847, -10.8737, 5.5946)  -0.131
C (-1.2406, -10.1176, 5.5396)  0.040
C (-0.6087, -9.6130, 6.6437)  0.078
N (-1.1044, -9.9042, 7.9030)  -0.075
C (-2.2494, -10.6409, 8.0295)  0.060
C (-2.9243, -11.1132, 6.8638)  0.055
C (-0.3750, -9.4454, 9.0682)  0.025
H (-4.9426, -12.4931, -0.1221)  0.116
H (-5.9619, -13.2312, 0.9866)  0.099
H (-4.3546, -14.0094, 0.6441)  0.114
H (-6.1198, -12.2247, 2.8764)  0.143
H (-5.1144, -11.4133, 5.0965)  0.119
H (-1.2100, -11.6574, 3.2395)  0.138
H (-2.3939, -12.3323, 1.1414)  0.161
H (-0.8276, -9.8553, 4.5767)  0.144
H (0.3624, -9.1403, 6.6435)  0.171
H (-2.6022, -10.8696, 9.0243)  0.146
H (-3.7715, -11.7819, 6.9027)  0.122
H (-0.6445, -9.9133, 10.0150)  0.116
H (-0.2840, -8.3596, 9.0957)  0.127
H (0.6488, -9.7643, 8.8722)  0.121
C (13.4501, 6.0303, 6.4385)  -0.031
C (13.0904, 5.9154, 4.9680)  -0.285
C (12.5435, 4.5580, 4.5152)  -0.205
O (12.3352, 4.5889, 3.1089)  -0.199
C (11.6340, 3.4466, 2.5488)  -0.032
N (12.0197, 6.9686, 4.5528)  0.250
H (12.4951, 7.8574, 4.6172)  0.163
H (11.8164, 6.8152, 3.5755)  0.156
H (11.1932, 6.8930, 5.1284)  0.173
H (14.3288, 5.4109, 6.6184)  0.100
H (12.6671, 5.6208, 7.0767)  0.093
H (13.6494, 7.0424, 6.7906)  0.088
H (13.9245, 6.1050, 4.2923)  0.156
H (11.6434, 4.3463, 5.0923)  0.134
H (13.2075, 3.7448, 4.8086)  0.144
H (10.9949, 2.8976, 3.2404)  0.096
H (12.4055, 2.7381, 2.2474)  0.096
H (11.1100, 3.8722, 1.6931)  0.102
C (-7.4440, -4.8672, 5.6301)  -0.030
C (-7.2895, -3.3375, 5.2496)  -0.223
C (-8.6633, -2.8273, 4.9129)  -0.187
O (-9.6036, -3.0231, 5.9911)  -0.161
C (-10.7832, -2.3080, 5.8644)  -0.123
N (-6.6816, -2.5652, 6.5140)  0.253
H (-7.2213, -2.9203, 7.2904)  0.152
H (-5.6980, -2.7495, 6.6502)  0.168
H (-6.8036, -1.5632, 6.4789)  0.164
H (-6.5132, -5.3303, 5.9574)  0.074
H (-7.5790, -5.4752, 4.7356)  0.096
H (-8.1375, -5.0929, 6.4402)  0.087
H (-6.5968, -3.1379, 4.4320)  0.162
H (-8.8903, -3.3256, 3.9705)  0.150
H (-8.4211, -1.7847, 4.7068)  0.136
H (-11.1978, -2.1349, 4.8713)  0.100
H (-10.7398, -1.3105, 6.3017)  0.087
H (-11.5658, -2.6684, 6.5321)  0.096
C (1.9695, -4.0298, -0.1603)  -0.021
C (1.8084, -2.4714, -0.3816)  -0.241
C (2.0364, -1.9603, -1.8740)  -0.130
O (1.7979, -0.5057, -1.9411)  -0.188
C (2.8566, 0.1629, -1.2620)  -0.112
N (0.3677, -2.1961, 0.0431)  0.236
H (0.2137, -2.2662, 1.0388)  0.178
H (0.1111, -1.2378, -0.1462)  0.162
H (-0.2838, -2.7377, -0.5067)  0.164
H (2.9418, -4.4174, -0.4643)  0.099
H (1.2697, -4.6669, -0.7011)  0.075
H (1.7599, -4.3459, 0.8615)  0.088
H (2.4977, -1.8868, 0.2277)  0.145
H (1.2605, -2.4579, -2.4558)  0.113
H (2.9934, -2.2169, -2.3284)  0.140
H (3.8278, -0.3293, -1.3125)  0.102
H (2.7927, 0.3233, -0.1858)  0.094
H (3.0927, 1.1060, -1.7549)  0.097
B (-4.7812, -5.8085, -0.8586)  -1.439
F (-5.7707, -6.6453, -1.4281)  0.052
F (-5.4573, -4.5869, -0.8192)  0.081
F (-4.3847, -6.2589, 0.3474)  0.139
F (-3.7024, -5.7531, -1.6215)  0.168
B (5.4647, 8.2220, 1.9462)  -1.444
F (6.0833, 7.8605, 3.1445)  0.073
F (6.4184, 8.6731, 1.1401)  0.158
F (4.9733, 7.0931, 1.4114)  0.150
F (4.4965, 9.2243, 2.1708)  0.064
B (1.0478, -2.3679, 6.1653)  -1.368
F (1.2428, -2.2145, 7.5361)  0.090
F (2.2395, -2.5004, 5.4769)  0.108
F (0.2084, -3.4304, 5.8809)  0.079
F (0.4189, -1.2237, 5.7155)  0.091
B (5.5542, -10.6148, 4.1596)  -1.498
F (4.9708, -11.4229, 5.0588)  0.122
F (5.4422, -9.3351, 4.5799)  0.143
F (6.8533, -11.0353, 4.2234)  0.119
F (5.0128, -10.8266, 2.9191)  0.115
B (9.4593, 1.2099, -6.2444)  -1.504
F (10.1046, 0.7892, -5.0892)  0.098
F (8.9083, 0.1350, -6.7619)  0.175
F (8.4856, 2.0272, -5.8890)  0.161
F (10.3718, 1.8738, -7.0867)  0.070
B (8.8437, -3.3994, -0.3575)  -1.358
F (8.3022, -2.5712, 0.5963)  0.111
F (9.0079, -4.6845, 0.1160)  0.106
F (8.1145, -3.3846, -1.5834)  0.031
F (10.0464, -2.9517, -0.8205)  0.111
B (-3.3765, 2.8874, 0.8127)  -1.379
F (-3.5912, 2.2810, -0.4492)  0.046
F (-4.2750, 2.3717, 1.7010)  0.124
F (-2.0416, 2.8432, 1.1353)  0.116
F (-3.6330, 4.2273, 0.6682)  0.093

[4]
Here is a molecular structure, C8H11N3O in a non-equilibrium geometry from OMol25. Energies are from ωB97M-V/def2-TZVPD.

Output
HOMO level (eV): -8.8
Molar mass (g/mol): 165.20
Energy relative to the best compared isomer or geometry (same formula, charge and spin) (kcal/mol): 209.4
LUMO (eV): 0.078
Total energy (Eh): -550.591852
Kohn-Sham gap (eV): 8.922

Last column: Löwdin charge in e.
Cartesian coordinates (Å):
C (-0.8820, 2.0742, 0.2877)  -0.107
C (0.7785, 0.6530, -0.6659)  -0.182
C (2.0370, 0.9976, 0.1230)  -0.038
C (3.0690, 0.0869, 0.0630)  -0.104
C (2.7665, -1.3997, 0.0073)  -0.030
C (1.3240, -1.6565, -0.2372)  -0.071
C (0.3831, -0.7200, -0.5726)  -0.234
C (-1.8795, -0.9776, 0.0920)  -0.620
H (-0.5809, 0.8507, 1.1527)  0.176
H (-0.4348, 3.4153, 0.4911)  0.137
H (-2.3367, 2.2406, 0.4248)  0.135
H (2.4191, 1.9693, 0.1815)  0.081
H (4.1389, 0.4400, 0.4944)  0.141
H (3.3187, -2.3867, 0.3678)  0.126
H (0.7304, -2.6231, -0.2011)  0.128
H (-1.3258, -1.3071, -1.6743)  0.117
H (-3.0996, 0.0148, -1.2246)  0.139
H (-3.6112, 0.0326, 0.2486)  0.153
H (-0.8458, -0.8373, 1.7087)  0.087
N (-0.9399, -1.3635, -0.7750)  0.105
N (-3.1399, -0.7800, -0.4288)  0.053
N (-1.7363, -0.4210, 1.2720)  0.025
O (-0.1529, 1.6973, -1.1354)  -0.215

Q: What is the formula in the fourth record?
A: C8H11N3O

Q: Which formula does entry 3 have?
A: C48H78B7F28N9O3

Repeat the first record exactly.
Here is 2 unconnected molecules or ions with the total composition C3H10N2 in a non-equilibrium geometry from OMol25. Energies are from ωB97M-V/def2-TZVPD.

Output
HOMO level (eV): -8.2
Molar mass (g/mol): 74.13
Energy relative to the best compared isomer or geometry (same formula, charge and spin) (kcal/mol): 57.7
LUMO (eV): 1.017
Total energy (Eh): -229.717225
Kohn-Sham gap (eV): 9.244
SMILES: C=CN.CN

Last column: Löwdin charge in e.
Cartesian coordinates (Å):
C (1.4747, 0.6655, -1.1049)  -0.025
C (1.6742, -0.3717, -0.3421)  -0.313
N (1.3346, -0.4794, 1.0336)  0.000
H (1.6154, 1.6235, -0.6021)  0.057
H (1.1744, 0.7622, -2.1236)  0.044
H (1.7355, -1.3788, -0.7513)  0.085
H (0.4747, -0.9540, 1.2264)  0.050
H (1.8667, -0.1205, 1.8016)  0.060
C (-2.2267, 0.2792, 0.7242)  -0.200
N (-1.5913, -0.0532, -0.5723)  -0.051
H (-3.2298, 0.6888, 0.7829)  0.062
H (-2.2912, -0.6511, 1.3121)  0.062
H (-1.4855, 0.7674, 1.3643)  0.055
H (-1.8034, -1.0371, -0.6840)  0.056
H (-2.1217, 0.4650, -1.2633)  0.057

Q: Look up the total energy of the second one.
A: -403.965930 Eh